## one
The following is a quantum chemistry calculation of the molecule C3H4N2O, from the Open Molecules 2025 dataset.

Each atom is followed by the atoms it is bonded to, with distances in Å.
Element x y z (Å)
1 O 1.60212 0.87834 -0.99793  C2 1.350, H7 0.966
2 C 0.58727 0.30168 -0.32022  O1 1.350, C3 1.374, N6 1.353
3 C -0.08041 -0.88919 -0.47467  C2 1.374, C4 1.415, H8 1.080
4 C -0.90253 -0.95618 0.67533  C3 1.415, N5 1.319, H9 1.082
5 N -0.81119 0.12171 1.43006  C4 1.319, N6 1.355
6 N 0.11842 0.88529 0.80687  C2 1.353, N5 1.355, H10 1.007
7 H 1.94430 0.22169 -1.61860  O1 0.966
8 H -0.03279 -1.56753 -1.31414  C3 1.080
9 H -1.51296 -1.78922 0.99831  C4 1.082
10 H 0.17794 1.86311 1.04046  N6 1.007

structure (SMILES): Oc1ccn[nH]1
E_HOMO: -8.82 eV
total charge: 0

=====

## two
The following is a quantum chemistry calculation of the molecule C3H4N2O, from the Open Molecules 2025 dataset.

Each atom is followed by the atoms it is bonded to, with distances in Å.
Element x y z (Å)
1 H -2.16261 0.01647 1.71590  N2 1.015
2 N -1.86156 0.27778 0.78256  H1 1.015, C3 1.258
3 C -0.63526 0.10877 0.55845  N2 1.258, C4 1.497, O7 1.379
4 C -0.00748 0.30984 -0.78514  C3 1.497, C5 1.492, H8 1.090, H9 1.095
5 C 1.30709 -0.35509 -0.54734  C4 1.492, N6 1.276, H10 1.085
6 N 1.49359 -0.69388 0.66905  C5 1.276, O7 1.412
7 O 0.32822 -0.39268 1.40743  C3 1.379, N6 1.412
8 H -0.70198 -0.13146 -1.50057  C4 1.090
9 H 0.12161 1.36529 -1.04784  C4 1.095
10 H 2.11837 -0.50505 -1.25250  C5 1.085

structure (SMILES): [H]/N=C1/CC=NO1
E_HOMO: -9.99 eV
total charge: 0

=====

## three
The following is a quantum chemistry calculation of a cluster of 2 separate species, C3H4N2O in total, from the Open Molecules 2025 dataset.

Each atom is followed by the atoms it is bonded to, with distances in Å.
Element x y z (Å)
1 C 1.61276 0.74362 0.29460  O6 1.178, H7 1.079
2 C -0.40041 0.41925 -0.14158  C3 1.505, N4 1.422, N5 1.421
3 C -0.73355 -1.04481 -0.04241  C2 1.505, H8 1.104, H9 1.127, H10 1.121
4 N -1.17141 1.30476 -0.94398  C2 1.422, N5 1.225
5 N -1.27980 1.45889 0.26642  C2 1.421, N4 1.225
6 O 2.31479 -0.08176 -0.16708  C1 1.178
7 H 2.01303 1.46823 0.98740  C1 1.079
8 H -0.97156 -1.34384 -1.07844  C3 1.104
9 H -1.59745 -1.33159 0.62209  C3 1.127
10 H 0.21362 -1.59274 0.20296  C3 1.121

E_HOMO: -9.17 eV
total charge: 0

=====

Most stable structure: one

=====

## one
The following is a quantum chemistry calculation of a cluster of 2 separate species, C3H4N2O in total, from the Open Molecules 2025 dataset.

Each atom is followed by the atoms it is bonded to, with distances in Å.
Element x y z (Å)
1 H 0.61345 -0.44900 2.38171  N2 1.020
2 N 0.13767 -0.12895 1.53799  H1 1.020, C3 1.255
3 C 0.74808 -0.48980 0.50262  N2 1.255, C4 1.433, O5 1.336
4 C 0.90584 -0.55537 -0.92031  C3 1.433, O5 1.492, H6 1.087, H7 1.087
5 O 1.82605 -1.16002 0.08689  C3 1.336, C4 1.492
6 H 1.33226 0.28313 -1.46503  C4 1.087
7 H 0.34571 -1.28249 -1.50261  C4 1.087
8 C -1.98552 1.26974 -0.17554  N9 1.154, H10 1.078
9 N -2.20070 1.44216 -1.29638  C8 1.154
10 H -1.72284 1.07060 0.85066  C8 1.078

structure (SMILES): [H]/N=C1/CO1.C#N
E_HOMO: -11.16 eV
total charge: 0

=====

## two
The following is a quantum chemistry calculation of the molecule C3H4N2O, from the Open Molecules 2025 dataset.

Each atom is followed by the atoms it is bonded to, with distances in Å.
Element x y z (Å)
1 H 1.89166 -1.61633 -0.40207  N2 1.016
2 N 1.86826 -0.61017 -0.54399  H1 1.016, C3 1.252
3 C 0.72454 -0.25106 -0.18156  N2 1.252, C4 1.420, O7 1.384
4 C -0.37760 -1.05571 0.21066  C3 1.420, C5 1.296, H8 1.035
5 C -1.38516 -0.25661 0.37382  C4 1.296, N6 1.382, H9 1.122
6 N -0.99555 1.04447 0.11629  C5 1.382, O7 1.325, H10 1.085
7 O 0.31354 1.06759 -0.08865  C3 1.384, N6 1.325
8 H -0.47391 -2.06102 0.43592  C4 1.035
9 H -2.48589 -0.40625 0.52808  C5 1.122
10 H -1.31984 1.88300 0.72366  N6 1.085

structure (SMILES): [H]/N=c1\cc[nH]o1
E_HOMO: -8.28 eV
total charge: 0

=====

Most stable structure: one